Computed, not measured: a single C13H18N4O3S molecule, with ωB97M-V/def2-TZVPD.

XYZ file:
```
39
Properties=species:S:1:pos:R:3:lowdin_charge:R:1
C -5.3547 -1.9878 -1.9671 -0.069
C -4.1880 -2.9035 -1.5446 -0.058
O -2.8191 -2.0500 -1.3154 0.050
C -2.1595 -1.5595 -2.2085 -0.820
O -2.3868 -1.7879 -3.3309 0.123
N -1.0781 -0.9833 -1.8045 -0.062
C -0.9135 -0.4665 -0.4213 -0.102
C 0.5321 -0.0252 -0.1134 -0.001
N 0.9037 1.1266 -1.3345 -0.023
C 1.7257 1.9653 -0.9543 -0.552
O 2.1743 2.7236 -1.9022 -0.036
C 2.5855 2.0368 0.3188 -0.397
S 1.5668 2.3702 1.7013 1.004
C 2.4265 1.8167 3.0904 -0.555
N 3.5900 0.8751 2.7248 0.088
C 4.0785 0.4835 3.9199 -0.231
C 3.6996 0.6095 5.1565 -0.012
C 2.6131 1.6143 5.3543 -0.074
N 2.1447 1.7682 4.3036 0.030
C 0.0397 1.2589 -2.3675 -0.064
C -0.3179 -0.4039 -2.7500 -0.085
H -4.9188 -1.7076 -2.9477 0.087
H -6.2949 -2.4941 -2.0352 0.066
H -5.5494 -1.2650 -1.1873 0.075
H -4.4617 -3.4729 -0.5369 0.148
H -3.8015 -3.6148 -2.2514 0.098
H -1.6910 0.4328 -0.3173 0.165
H -1.2871 -1.2798 0.4323 0.180
H 1.1645 -0.7365 -0.3831 0.070
H 0.3872 0.3333 0.9278 0.079
H 3.4876 2.6511 0.0351 0.127
H 2.9053 0.9839 0.5039 0.077
H 4.8801 -0.4135 3.5697 0.164
H 4.3675 0.2764 5.7407 0.026
H 2.2699 1.6925 6.1853 0.032
H 0.6195 1.6683 -3.2018 0.131
H -0.7977 1.7751 -2.3953 0.076
H -0.7152 -0.4011 -3.7958 0.141
H 0.5728 -0.9094 -2.8986 0.100
```

Its SMILES is CCOC(=O)N1CCN(C(=O)CSc2ncccn2)CC1. The calculation puts the energy above the lowest of the compared OMol25 structures with the same formula, charge and spin at 287.7 kcal per mole. Its total energy is -36700.1065 eV. The calculation puts the max |F| at 15.06 eV Å⁻¹. The gap between HOMO and LUMO is 8.250 eV. The HOMO energy is -8.56 eV.